No. 1
{"formula": "C7H15N", "method": "wB97M-V/def2-TZVPD", "elements": ["C", "C", "C", "C", "C", "N", "C", "C", "H", "H", "H", "H", "H", "H", "H", "H", "H", "H", "H", "H", "H", "H", "H"], "coordinates": [[-2.0363, -1.5837, 1.4894], [-0.5846, -1.2410, 0.9974], [-0.3172, 0.3469, 1.1712], [0.5915, 0.6360, 0.1403], [1.9192, 0.3404, 0.3007], [2.9733, 0.7003, -0.5957], [0.0700, 1.3701, -1.0979], [-0.5533, 0.2874, -2.1419], [-2.5842, -1.8520, 0.5900], [-2.0326, -2.4245, 2.1974], [-2.6431, -0.9449, 2.1154], [-0.3787, -1.3997, -0.1166], [0.0584, -1.7722, 1.5210], [-1.3298, 0.9176, 1.1905], [0.1765, 0.4752, 2.2087], [2.3841, -0.2951, 1.1473], [2.7645, 1.1440, -1.5803], [3.6600, 1.2656, -0.1700], [0.8716, 1.8789, -1.5007], [-0.7660, 1.9307, -0.8905], [-1.6838, 0.4644, -2.0445], [-0.5358, -0.7486, -1.8148], [-0.0237, 0.5043, -3.1165]], "forces_ev_per_angstrom": [[0.7, -1.6, -0.4], [-4.4, 4.2, -2.3], [-2.3, -2.5, 3.7], [3.8, 2.3, -1.7], [-0.2, 0.2, -0.2], [-1.1, 0.1, -3.2], [0.1, -4.9, 0.4], [-0.6, 1.8, 0.6], [-0.6, -0.2, 0.3], [0.3, -0.5, -0.7], [0.4, 1.4, -0.4], [-0.8, -0.4, 1.8], [3.4, -2.3, 2.4], [1.9, -0.9, -0.3], [-1.0, 0.0, -1.4], [-1.3, 1.3, -1.1], [0.1, -1.3, 2.9], [0.8, 0.5, 0.6], [1.3, 1.4, -1.2], [-1.3, 1.9, 0.9], [1.5, 0.1, -1.2], [0.9, 0.0, -0.3], [-1.4, -0.7, 0.7]], "mulliken_charge": [-1.274, -0.311, -0.650, 0.446, -0.313, -0.566, -1.227, -0.852, 0.268, 0.346, 0.381, 0.127, 0.459, 0.359, 0.276, 0.250, 0.234, 0.232, 0.606, 0.397, 0.244, 0.321, 0.248], "homo_energy_ev": -7.53, "smiles": "CCC/C(=C/N)CC", "spin_multiplicity": 1}

=====

No. 2
{"formula": "C7H15N", "method": "wB97M-V/def2-TZVPD", "elements": ["C", "C", "C", "C", "H", "H", "H", "H", "H", "H", "H", "H", "C", "C", "C", "N", "H", "H", "H", "H", "H", "H", "H"], "coordinates": [[-3.3435, -0.3371, 0.7014], [-2.2748, -0.0490, -0.3080], [-1.7323, -0.9503, -1.1191], [-0.8053, -0.6588, -2.2578], [-3.5031, -1.4057, 0.8464], [-3.0228, 0.0699, 1.6672], [-4.2997, 0.1222, 0.4553], [-2.0095, 0.9999, -0.4248], [-1.9435, -1.9889, -0.8888], [-0.5138, 0.3914, -2.2400], [0.1064, -1.2549, -2.1879], [-1.2940, -0.8979, -3.2017], [2.4302, 2.2422, 0.7975], [2.3902, 0.8112, 0.3449], [1.9569, -0.1674, 1.1428], [1.8281, -1.5187, 0.8080], [1.8706, 2.3633, 1.7239], [3.4542, 2.5428, 1.0577], [2.1204, 2.9399, 0.0219], [2.6467, 0.5405, -0.6750], [1.5913, 0.1050, 2.1262], [1.9691, -2.1232, 1.6028], [2.3782, -1.7765, 0.0072]], "forces_ev_per_angstrom": [[0.6, -0.1, 0.6], [-0.4, 0.1, -0.6], [0.1, 0.1, 0.5], [0.1, 0.0, 0.4], [0.0, 0.0, -0.1], [-0.2, 0.0, 0.0], [0.0, 0.1, -0.1], [0.0, 0.0, -0.1], [-0.2, -0.2, -0.3], [-0.1, 0.0, -0.2], [0.0, -0.1, 0.0], [0.1, 0.1, -0.1], [0.8, -0.1, 0.0], [-0.5, -0.4, 0.2], [0.0, 0.5, -0.3], [-0.2, 0.3, 0.3], [-0.3, 0.2, -0.2], [0.0, -0.1, -0.1], [-0.4, 0.0, 0.1], [0.3, 0.2, 0.0], [0.0, -0.2, 0.1], [0.0, -0.2, -0.2], [0.1, -0.2, 0.0]], "mulliken_charge": [-1.158, -0.027, 0.006, -1.089, 0.303, 0.295, 0.295, 0.262, 0.247, 0.266, 0.249, 0.350, -1.166, -0.085, -0.156, -0.464, 0.317, 0.287, 0.304, 0.278, 0.257, 0.223, 0.207], "homo_energy_ev": -7.95, "smiles": "C/C=C/C.C/C=C/N", "spin_multiplicity": 1}

=====

No. 3
{"formula": "C7H15N", "method": "wB97M-V/def2-TZVPD", "elements": ["C", "C", "N", "C", "C", "C", "C", "C", "H", "H", "H", "H", "H", "H", "H", "H", "H", "H", "H", "H", "H", "H", "H"], "coordinates": [[-1.1314, -0.0350, 2.1584], [-0.2059, -1.0432, 1.4756], [0.0655, -0.7191, 0.1228], [-1.0168, -0.8625, -0.9297], [-1.0651, 0.3541, -1.9266], [0.2375, 1.1440, -1.4190], [0.7758, 0.5248, -0.1506], [2.2936, 0.2296, -0.1978], [-2.1005, -0.0754, 1.8608], [-0.5495, 0.9362, 2.2170], [-1.2524, -0.4281, 3.1428], [0.7476, -1.1774, 1.9405], [-0.6259, -2.1029, 1.7202], [-1.9807, -0.7752, -0.2925], [-0.6526, -1.7668, -1.5112], [-1.1227, 0.0822, -2.9747], [-1.9440, 0.8895, -1.7054], [0.8372, 0.9279, -2.2906], [0.1082, 2.2615, -1.3658], [0.7058, 1.2038, 0.7734], [2.8416, 1.0301, -0.7169], [2.3409, -0.7109, -0.7329], [2.6939, 0.1127, 0.8023]], "forces_ev_per_angstrom": [[4.1, 0.7, 1.3], [-0.7, -3.2, 1.3], [-2.3, 2.4, -2.1], [-0.3, -0.4, 0.1], [1.7, -0.2, 2.9], [-1.4, 0.4, -2.0], [1.4, 1.2, 1.6], [-0.3, -0.1, -0.3], [-2.7, 0.6, -1.8], [-1.6, -0.8, 0.0], [0.4, -0.1, 1.1], [0.8, 0.8, 0.7], [0.3, 1.6, -1.5], [1.4, -1.5, -1.3], [-1.5, 0.3, 1.0], [0.6, -0.1, 0.0], [-1.1, 0.7, 0.2], [1.2, 0.3, 0.2], [0.1, -1.3, 0.1], [-0.5, -0.9, -1.4], [-0.3, -0.4, 0.2], [0.8, -0.1, -0.3], [0.1, -0.1, 0.1]], "lowdin_spin": [0.057, 0.061, 0.626, 0.046, 0.006, 0.003, 0.062, 0.043, 0.003, 0.003, 0.003, 0.007, 0.007, 0.017, 0.022, 0.000, 0.002, 0.000, 0.001, 0.026, 0.004, 0.000, 0.000], "homo_energy_ev": [-15.20, -15.40], "s2": 0.754, "charge": 1, "spin_multiplicity": 2}

=====

No. 4
{"formula": "C7H15N2O2", "method": "wB97M-V/def2-TZVPD", "elements": ["C", "C", "C", "C", "C", "C", "C", "N", "N", "O", "O", "H", "H", "H", "H", "H", "H", "H", "H", "H", "H", "H", "H", "H", "H", "H"], "coordinates": [[-1.7141, 0.2420, 0.7682], [-0.9142, -0.7577, 1.6172], [0.0800, -1.7427, 1.0603], [0.7240, -1.4220, -0.2713], [0.4010, 0.7238, -0.3639], [-1.4192, 1.9950, -1.0978], [2.5694, 1.4453, 0.3695], [-0.9666, 0.8403, -0.2661], [-0.3114, -1.8215, -1.2856], [-2.9052, 0.4860, 0.8239], [1.1608, 1.1016, 0.7264], [-0.2944, 0.1353, 2.1395], [-1.4867, -1.1106, 2.3923], [1.0011, -1.9463, 1.7837], [-0.4555, -2.7385, 0.8506], [1.7246, -1.6544, -0.4367], [0.6770, 0.9658, -1.3649], [-0.7148, 2.7881, -1.2388], [-1.6874, 1.6368, -2.0412], [-2.3396, 2.3427, -0.5814], [2.6034, 2.4843, 0.0136], [2.7650, 0.7353, -0.4485], [3.1649, 1.2801, 1.2775], [-0.0425, -1.5367, -2.1759], [-1.2895, -1.5665, -0.9319], [-0.3301, -2.9056, -1.3188]], "forces_ev_per_angstrom": [[-1.2, -0.5, -1.5], [2.3, 4.9, 0.2], [2.3, -2.2, 0.2], [-3.9, 4.5, 0.7], [1.4, -3.6, 2.1], [-2.2, -0.6, 2.2], [-1.6, -0.7, -0.2], [0.9, 0.7, 0.0], [-0.3, -3.7, 2.5], [1.1, -0.4, 0.7], [0.2, 0.9, -1.3], [-0.9, -2.2, -0.7], [-1.6, -1.1, 1.5], [-2.4, 0.3, -1.1], [0.7, 0.9, 1.0], [1.3, -0.8, -0.8], [1.0, 0.5, -0.4], [0.6, 0.3, 0.6], [-0.6, -0.5, -1.6], [0.6, 0.1, -0.6], [0.1, -0.4, 0.2], [0.8, 0.4, 0.4], [-0.2, 0.1, -0.5], [-0.2, 1.0, -2.2], [1.7, 0.2, -1.1], [-0.2, 1.8, -0.1]], "mulliken_charge": [0.478, -0.777, -0.614, -0.620, -0.543, -1.107, -0.672, 0.203, -0.286, -0.595, -0.356, 0.265, 0.565, 0.312, 0.352, 0.609, 0.701, 0.377, 0.405, 0.381, 0.257, 0.345, 0.264, 0.315, 0.368, 0.378], "homo_energy_ev": -12.65, "charge": 1, "spin_multiplicity": 1}

=====

Calculated total energy values (in eV) by entry order: -8989.43875 -8991.15907 -8982.95294 -14567.50876.
Relative energy (zero: lowest compared OMol25 entry of this formula, charge and spin) values (in kJ/mol) by entry order: 294.4 128.4 216.9 351.2.
Largest force on an atom values (in eV/A) by entry order: 6.505 0.892 4.367 6.036.